# 1
ORCA calculation (the ωB97M-V functional and the def2-TZVPD basis) on a structure of composition C37H40BN8PTi.

Geometry as XYZ:
```
88
Properties=species:S:1:pos:R:3:forces:R:3
Ti -0.101 -0.130 -0.350 -0.11 -0.38 -0.02
C 3.061 1.869 0.346 -0.02 -0.01 -0.01
C 3.020 0.473 -0.195 0.05 0.04 -0.03
C 3.558 -1.210 -1.909 0.01 -0.01 -0.03
C 2.802 -2.142 -1.024 -0.12 0.06 0.03
N 1.819 -1.559 -0.242 0.09 0.03 -0.03
N 1.979 -0.218 0.104 -0.01 -0.10 0.07
B 1.095 -2.522 0.817 0.01 -0.12 0.04
N -0.168 -3.067 0.100 0.05 0.06 -0.03
C -0.879 -4.195 0.272 0.06 0.00 0.02
C -2.186 -3.949 -0.079 -0.08 0.00 -0.01
C -2.226 -2.597 -0.442 0.07 -0.06 0.03
C -3.404 -1.752 -0.796 0.00 0.03 0.00
N -1.001 -2.084 -0.352 -0.03 0.09 -0.09
N 0.606 -1.667 2.015 0.04 -0.01 0.02
C 0.586 -1.944 3.331 0.00 0.01 -0.07
C -0.159 -0.977 3.966 -0.02 0.01 0.05
C -0.600 -0.121 2.949 0.03 -0.04 0.02
C -1.460 1.094 3.054 0.00 0.00 -0.01
N -0.137 -0.555 1.779 -0.04 0.11 0.03
N 2.025 -3.604 1.288 -0.06 0.06 0.01
C 3.149 -3.430 2.031 -0.02 0.00 0.00
C 3.863 -4.596 1.990 0.04 0.02 -0.03
C 3.104 -5.452 1.157 -0.04 -0.03 0.04
C 3.395 -6.865 0.772 -0.01 0.01 0.01
N 2.009 -4.846 0.735 0.05 0.02 -0.05
H 2.983 2.620 -0.438 0.00 0.01 -0.01
H 4.019 2.031 0.843 0.00 0.00 0.01
H 2.261 2.009 1.071 0.00 0.01 0.00
H 4.362 -1.755 -2.408 0.00 -0.01 0.01
H 2.779 -3.216 -1.123 0.00 0.00 0.00
H -0.387 -5.086 0.620 0.00 0.00 0.00
H -3.005 -4.647 -0.072 0.00 0.01 0.00
H -3.976 -2.185 -1.615 0.00 0.00 0.00
H -3.097 -0.747 -1.088 -0.01 0.00 0.00
H -4.069 -1.667 0.065 0.00 -0.01 0.00
H 1.093 -2.812 3.717 0.00 0.00 0.01
H -0.365 -0.898 5.019 0.00 0.00 0.00
H -1.570 1.388 4.095 0.00 0.00 0.00
H -2.457 0.903 2.652 0.00 0.00 0.00
H -1.028 1.934 2.508 0.00 0.00 0.00
H 3.355 -2.493 2.525 0.00 0.00 0.01
H 4.795 -4.809 2.484 0.00 -0.01 0.00
H 4.439 -6.985 0.482 0.00 0.01 -0.01
H 2.761 -7.164 -0.060 0.00 0.00 0.00
H 3.206 -7.542 1.607 0.01 0.00 0.00
C -2.285 -1.326 -3.828 0.00 0.01 0.00
C -1.240 -1.134 -4.886 0.00 0.00 0.02
C -1.429 -1.656 -6.160 -0.01 0.00 0.01
C -0.487 -1.477 -7.161 0.01 0.00 -0.01
C 0.670 -0.761 -6.899 -0.01 0.00 0.02
C 0.875 -0.234 -5.634 -0.01 -0.02 -0.02
C -0.065 -0.420 -4.621 0.04 0.03 -0.03
P 0.186 0.388 -3.000 0.00 0.01 0.01
C 2.013 0.625 -2.986 -0.01 -0.06 -0.01
C 2.560 -0.681 -2.908 -0.02 0.05 0.02
C 4.148 -0.084 -1.033 -0.01 0.04 -0.07
C 4.822 0.967 -1.878 0.04 -0.03 0.03
C 4.163 1.790 -2.695 -0.10 0.00 0.00
C 2.710 1.803 -2.891 0.08 0.05 0.02
C 2.085 3.165 -3.054 0.00 -0.03 0.01
C -0.797 1.904 -3.138 0.03 -0.03 -0.06
C -1.146 2.489 -4.354 0.00 0.01 -0.01
C -1.999 3.577 -4.382 0.00 0.00 0.02
C -2.514 4.073 -3.188 0.00 -0.01 -0.02
C -2.171 3.489 -1.981 -0.01 0.01 0.03
C -1.305 2.397 -1.933 0.01 -0.02 0.06
C -0.906 1.769 -0.627 -0.01 0.23 0.00
H -3.114 -1.925 -4.202 0.00 0.00 0.00
H -2.688 -0.365 -3.495 0.00 0.00 0.00
H -1.860 -1.833 -2.961 0.01 0.00 0.00
H -2.336 -2.211 -6.367 0.00 0.00 -0.01
H -0.659 -1.895 -8.144 0.00 0.00 0.00
H 1.409 -0.609 -7.674 0.00 0.00 0.00
H 1.780 0.326 -5.435 0.00 0.00 0.00
H 1.981 -1.470 -3.380 0.01 -0.02 0.02
H 4.886 -0.528 -0.360 0.01 0.01 0.01
H 5.900 1.043 -1.809 0.00 0.00 0.01
H 4.723 2.555 -3.224 0.00 0.00 0.00
H 2.855 3.935 -3.059 0.01 0.00 0.00
H 1.393 3.397 -2.240 0.00 0.01 0.00
H 1.515 3.247 -3.979 0.00 -0.01 0.00
H -0.762 2.078 -5.280 0.00 0.00 0.00
H -2.275 4.028 -5.325 0.00 0.00 0.00
H -3.192 4.917 -3.202 0.00 0.00 0.00
H -2.578 3.883 -1.057 0.00 0.00 0.00
H -1.687 1.915 0.131 0.00 -0.02 0.01
H -0.011 2.288 -0.221 0.00 0.02 -0.01
```
Positions in Å, forces in eV/Å.

The calculation puts the LUMO energy (alpha / beta) at -2.587 / -3.237 eV. The spin multiplicity is 4. The total energy comes out at -3087.487977 a.u. Its net charge is +1. The highest occupied orbital energy (alpha / beta) comes out at -9.47 / -11.07 eV.

# 2
ORCA calculation (the ωB97M-V functional and the def2-TZVPD basis) on a cluster of 2 separate species, C2H3N2S2 in total.

Geometry as XYZ:
```
9
Properties=species:S:1:pos:R:3:forces:R:3
C 0.579 -0.080 -0.780 -1.70 3.15 1.37
C -1.366 0.693 1.511 -1.60 -0.30 2.06
N -0.016 0.885 -0.441 3.16 -1.30 -2.18
N 1.144 -1.195 -0.888 0.53 -4.73 -0.95
S -2.457 1.219 0.490 0.65 -0.35 0.79
S -0.617 0.141 2.787 -0.35 0.63 -1.76
H 0.054 1.897 -0.443 -0.57 -0.28 0.06
H 2.024 -1.414 -1.371 -0.09 1.22 0.23
H 0.656 -2.145 -0.865 -0.04 1.95 0.38
```
Positions in Å, forces in eV/Å.

The calculation puts the LUMO energy at -5.322 eV. The total energy comes out at -983.551040 a.u. Its net charge is +1. The highest occupied orbital energy comes out at -13.28 eV.

# 3
ORCA calculation (the ωB97M-V functional and the def2-TZVPD basis) on the ion C6H13N4O with charge +1.

Geometry as XYZ:
```
24
Properties=species:S:1:pos:R:3:forces:R:3
C 0.364 -0.768 -1.636 1.83 -0.15 2.19
N 0.833 -1.253 -0.466 -0.61 -0.49 -4.43
N 1.994 -0.957 0.117 2.62 1.67 0.97
N 2.587 0.268 -0.067 -0.48 0.19 -0.03
C 2.076 1.395 0.702 2.19 0.48 2.16
N 1.094 2.149 0.052 -3.15 -0.09 0.20
C -0.330 1.964 -0.074 1.92 -0.36 -0.41
O -0.892 2.758 -0.797 -0.44 -0.91 0.63
C -0.930 0.685 0.540 -0.18 0.17 0.94
C -1.908 0.052 -0.128 0.24 -0.05 0.48
C -2.748 -1.146 0.294 0.17 1.78 2.17
H -0.458 -1.340 -2.100 0.41 0.68 0.52
H 0.850 0.181 -2.101 -0.91 -1.99 1.04
H 0.433 -2.103 -0.065 -0.24 0.25 -0.29
H 2.396 -1.495 0.890 -1.22 -0.25 -0.42
H 3.437 0.403 -0.614 -0.55 -0.82 0.12
H 2.915 2.144 0.865 -0.55 -1.17 -0.38
H 1.916 1.059 1.802 -0.56 0.43 -1.90
H 1.385 2.918 -0.524 0.13 0.27 0.05
H -0.510 0.266 1.512 -0.62 0.84 -1.20
H -2.073 0.485 -1.094 -0.72 0.27 -0.50
H -2.374 -1.529 1.290 -0.82 0.48 -0.90
H -2.868 -1.965 -0.337 0.67 -1.37 -1.65
H -3.823 -0.831 0.316 0.86 0.14 0.66
```
Positions in Å, forces in eV/Å.

The calculation puts the LUMO energy (alpha / beta) at -4.847 / -4.846 eV. The total energy comes out at -530.283582 a.u. Its net charge is +1. As for the SMILES: C=[NH+]NNCNC(=O)/C=C/C. The highest occupied orbital energy (alpha / beta) comes out at -13.18 / -13.18 eV.